DFT (wB97M-V/def2-TZVPD) results for 2 unconnected molecules or ions with the total composition C7H16FO4 at a distorted geometry.

Values from the calculation:
Highest occupied orbital energy = -2.380 eV
Orbital gap = 5.176 eV
Total charge = -1
Strongest force on any atom = 2.1 eV/Å

Positions of all 28 atoms, in Å:
O -1.00232 0.37479 -4.46404
C -0.16131 -0.42154 -3.65756
O -0.72250 -0.43707 -2.36531
C -1.06861 -1.73535 -1.94970
C -1.93355 -1.72374 -0.64596
O -1.76967 -0.58996 0.15686
C -0.66675 -0.75047 1.07329
C 0.60531 -0.11806 0.45333
C 1.63624 0.35695 1.49274
F 1.95146 -0.74726 2.28950
H -1.75385 0.54562 -3.90434
H -0.14126 -1.46489 -4.02065
H 0.85257 -0.00478 -3.66954
H -0.18420 -2.37193 -1.76031
H -1.66685 -2.24968 -2.72698
H -2.98720 -1.74674 -0.96890
H -1.73216 -2.66764 -0.11447
H -0.91549 -0.15895 1.96746
H -0.54500 -1.80045 1.37095
H 1.04185 -0.86415 -0.23864
H 0.26875 0.72099 -0.16973
H 2.50589 0.73275 0.93895
H 1.20175 1.21266 2.05547
C 1.43561 3.18040 3.73736
O 1.38342 3.10887 2.39775
H 0.45483 3.28019 4.27696
H 1.89596 2.30349 4.27206
H 2.01709 4.03593 4.17344